# C15H29IO11S

A cluster of 3 separate species, C15H29IO11S in total (ωB97M-V/def2-TZVPD, the OMol25 dataset).

Last column: natural (NBO) charge in e.
Cartesian coordinates (Å):
C (0.72219, -0.93742, 1.08421)  -0.674
C (-0.17766, -0.63104, -0.19137)  -0.072
O (0.50634, -0.00606, -1.31146)  -0.567
C (1.85952, 0.28566, -1.04213)  0.833
O (2.73503, -0.54726, -1.29997)  -0.572
C (2.34068, 1.69514, -0.44598)  -0.518
C (1.90550, 2.92300, -1.37632)  -0.428
C (1.23614, 4.13518, -0.53801)  -0.092
O (-0.19366, 4.07620, -0.82072)  -0.709
S (-1.00176, 3.83589, 0.66484)  1.697
O (-0.56343, 2.41932, 1.04879)  -0.945
O (-2.65669, 3.95161, 0.48626)  -0.661
C (-3.27348, 2.80093, -0.13942)  -0.139
C (-3.22805, 2.82373, -1.76002)  -0.356
C (-2.16884, 1.75828, -2.35081)  -0.639
I (-3.04639, 4.81205, -2.60879)  0.109
H (0.02177, -1.41137, 1.86143)  0.230
H (1.16194, -0.02382, 1.59051)  0.220
H (1.49262, -1.74570, 0.85312)  0.234
H (-1.05027, 0.01630, 0.16395)  0.188
H (-0.55120, -1.64531, -0.57198)  0.198
H (1.93367, 1.78417, 0.60604)  0.242
H (3.48016, 1.66547, -0.39837)  0.241
H (1.10587, 2.55073, -2.10849)  0.235
H (2.75881, 3.29620, -2.02241)  0.222
H (1.43315, 4.03964, 0.58110)  0.194
H (1.72927, 5.09343, -0.88396)  0.204
H (-2.93605, 1.79556, 0.25650)  0.217
H (-4.39018, 2.87141, 0.11248)  0.216
H (-4.24695, 2.42372, -2.09813)  0.229
H (-1.09494, 2.04752, -2.16267)  0.236
H (-2.40232, 0.77976, -1.79836)  0.211
H (-2.42288, 1.56470, -3.43902)  0.227
C (-2.14337, -1.22881, 7.08359)  -0.257
O (-1.66636, -0.13183, 6.30659)  -0.495
C (-2.25652, -0.01006, 5.10823)  0.979
O (-3.11777, -0.72813, 4.66743)  -0.641
O (-1.72025, 1.04992, 4.48727)  -0.494
C (-2.25853, 1.30136, 3.18938)  -0.262
H (-1.59778, -1.22888, 8.02702)  0.196
H (-3.20747, -1.11465, 7.29892)  0.192
H (-1.95245, -2.17463, 6.57302)  0.192
H (-3.32820, 1.51604, 3.25218)  0.184
H (-2.07247, 0.45545, 2.52409)  0.184
H (-1.75407, 2.17084, 2.77998)  0.214
C (3.90020, -3.00259, -2.36966)  -0.260
O (4.04320, -4.02342, -3.36080)  -0.498
C (3.00419, -4.86463, -3.43648)  0.979
O (2.00730, -4.82298, -2.76080)  -0.643
O (3.26702, -5.76405, -4.39784)  -0.497
C (2.23672, -6.73065, -4.58975)  -0.256
H (4.79629, -2.38311, -2.39747)  0.194
H (3.03920, -2.37263, -2.58702)  0.216
H (3.81497, -3.44257, -1.37403)  0.186
H (1.30696, -6.24745, -4.89618)  0.191
H (2.08509, -7.31786, -3.68199)  0.191
H (2.55623, -7.40224, -5.38654)  0.194

The value obtained for the highest occupied orbital energy is -0.35086 hartree. For the HOMO-LUMO gap, the calculation gives 9.9 eV. The electronic energy is -2112.3555 a.u. Its molar mass is 544.4 g mol⁻¹. The calculation puts the energy above the lowest of the compared OMol25 structures with the same formula, charge and spin at 0.0000 eV. As for the charge: 0.